(1)
Formula: C29H34NOPReS4Sb
Source: the Open Molecules 2025 dataset
Level of theory: wB97M-V/def2-TZVPD

Atoms and positions in Å:
Re  0.5802  -0.7935  -0.4518
C  -1.9767  0.9061  1.3615
C  -2.0624  1.9991  0.3058
C  -3.2797  2.6194  0.1838
C  -3.5165  3.5657  -0.7929
C  -2.4274  3.9378  -1.6066
C  -1.1859  3.3783  -1.4692
C  -1.0048  2.3914  -0.4960
P  0.5945  1.6806  -0.0432
C  1.8761  2.3642  -0.9907
C  2.9238  3.0320  -0.3360
C  4.0538  3.4848  -0.9631
C  4.1118  3.3498  -2.3569
C  3.0678  2.7527  -3.0362
C  1.9517  2.2090  -2.3904
C  0.9467  1.4958  -3.1551
C  0.9997  1.8864  1.6653
C  0.8928  3.1478  2.2649
C  1.3227  3.3455  3.5461
C  1.9438  2.2210  4.1964
C  1.9667  0.9647  3.6044
C  1.4559  0.7860  2.2533
C  1.3246  -0.5968  1.6365
H  -2.8372  0.1868  1.3581
H  -1.8689  1.2598  2.4104
H  -1.0713  0.2647  1.2965
H  -4.1233  2.3294  0.8091
H  -4.4863  4.0566  -0.8722
H  -2.5356  4.7296  -2.2527
H  -0.3568  3.7185  -2.0632
H  2.8775  3.1325  0.7852
H  4.9842  3.8687  -0.5135
H  4.9720  3.6298  -2.9001
H  3.1719  2.5550  -4.0956
H  -0.1086  1.7225  -2.9727
H  1.0988  0.4457  -2.9425
H  1.0057  1.5657  -4.2339
H  0.3969  3.8483  1.5849
H  1.1619  4.2967  4.0728
H  2.3422  2.3343  5.2154
H  2.4048  0.1025  4.0652
H  0.6593  -1.2129  2.2534
H  2.2099  -1.1226  1.6972
S  -1.6841  -5.7209  -1.5159
Sb  -0.2745  -5.7370  -3.6387
S  2.3027  -1.6040  -1.3502
S  -2.0478  -3.8561  -0.6285
S  0.6138  -3.7652  -3.5542
C  -2.1909  -0.9373  -3.5036
C  -2.2438  -0.4797  -2.1049
N  -3.3630  -0.5561  -1.4739
O  -1.1510  -0.2074  -1.4801
H  -1.6227  -0.4065  -4.2057
H  -3.2702  -0.9799  -3.8377
H  -1.8693  -2.0100  -3.5378
H  -4.2362  -0.6336  -1.9459
H  -3.3619  -0.1736  -0.5845
C  1.4613  -4.2282  1.4404
C  -0.1406  -4.2528  1.6584
C  -0.6214  -3.6168  2.9809
C  -0.7175  -5.7198  1.7528
C  -0.6595  -3.5309  0.4441
C  -0.1958  -2.3393  0.1575
H  1.8411  -5.1825  1.6751
H  1.9737  -3.4660  2.0450
H  1.7416  -3.8819  0.4341
H  -0.2954  -4.1693  3.8143
H  -1.6962  -3.5393  2.9939
H  -0.3171  -2.5723  2.9511
H  -0.2713  -6.1195  2.6471
H  -0.3089  -6.3753  0.9746
H  -1.8516  -5.7785  1.7605

For the total energy, the calculation gives -3507.50478 Eh. The value obtained for the highest occupied orbital energy is -13.575 eV. The energy above the lowest of the compared OMol25 structures with the same formula, charge and spin comes out at 0.000 eV. The total charge is +2. The largest force on an atom comes out at 3.7 eV/A.


(2)
Formula: C3H9O3P
Source: the Open Molecules 2025 dataset
Level of theory: wB97M-V/def2-TZVPD

Atoms and positions in Å:
O  -0.9262  -2.0896  0.4851
P  -0.0837  -2.3824  1.6642
O  1.4187  -2.8145  1.3053
H  -0.5434  -3.4977  2.2957
H  0.2222  -1.5419  2.7780
H  2.1538  -2.2743  1.6803
C  -1.1968  0.5381  -0.1315
C  0.0943  -0.0868  0.2583
C  0.9561  -0.5797  -0.8031
O  0.4788  0.0229  1.4403
H  -0.9734  1.5085  0.2725
H  -1.4762  0.5380  -1.2250
H  -2.0737  -0.0063  0.3692
H  2.0112  -0.4936  -0.5494
H  0.6955  -1.6022  -1.0265
H  0.7846  -0.0056  -1.7249

For the total energy, the calculation gives -686.77652 Eh. The value obtained for the highest occupied orbital energy is -9.842 eV. The energy above the lowest of the compared OMol25 structures with the same formula, charge and spin comes out at 0.575 eV. The largest force on an atom comes out at 2.2 eV/A.


(3)
Formula: C32H60BrN3O9P2S
Source: the Open Molecules 2025 dataset
Level of theory: wB97M-V/def2-TZVPD

Atoms and positions in Å:
C  3.9039  3.4279  3.3474
C  3.7544  2.4063  2.2451
O  2.5626  1.6201  2.4875
P  2.6191  0.0622  2.1375
O  3.2894  -0.7166  3.1851
C  0.8942  -0.4079  1.9768
C  0.1060  0.2012  3.1424
C  -1.3610  -0.2497  3.0889
C  -2.1934  0.5211  2.1026
C  -2.5083  1.8842  2.2203
Br  -1.9342  2.8060  3.7842
C  -3.2833  2.5850  1.2720
C  -3.6258  4.0429  1.4426
C  -2.6365  4.9899  0.7141
C  -2.0877  6.0547  1.6657
C  -0.9920  6.9120  1.0354
O  -0.2011  6.1579  0.1396
C  0.3171  6.9561  -0.9103
C  -3.7782  1.8954  0.1338
P  -4.8186  2.7727  -1.1010
C  -3.6079  2.9139  -2.4712
O  -5.8754  1.5937  -1.5368
C  -3.4704  0.5375  0.0254
C  -2.7146  -0.1239  0.9812
C  -2.6181  -1.5664  0.5641
O  -1.8003  -2.3797  0.8461
N  -3.6592  -1.7535  -0.3773
C  -4.8183  -2.5434  -0.0248
S  -6.0568  -1.6839  0.9852
C  -5.3506  -1.7768  2.6471
C  -5.9224  -0.6712  3.5276
C  -3.8325  -0.4900  -1.0196
O  -4.0889  -0.3538  -2.1626
O  3.3799  -0.1577  0.7480
C  2.9264  0.5845  -0.3952
C  4.0032  0.5064  -1.4730
H  4.4566  4.2732  2.9413
H  2.9308  3.8112  3.6342
H  4.4351  3.0407  4.2089
H  4.6320  1.7730  2.1550
H  3.5994  2.9456  1.3136
H  0.8620  -1.4930  1.9955
H  0.4658  -0.0958  1.0225
H  0.1485  1.2749  3.0326
H  0.5591  -0.1153  4.0757
H  -1.3693  -1.3055  2.8470
H  -1.8199  -0.1690  4.0753
H  -4.6048  4.1854  0.9952
H  -3.7454  4.3049  2.4865
H  -1.8199  4.4091  0.2990
H  -3.1713  5.4542  -0.1145
H  -2.9246  6.6969  1.9310
H  -1.7181  5.5318  2.5398
H  -1.4534  7.7673  0.5389
H  -0.3481  7.2937  1.8318
H  0.9131  6.3157  -1.5495
H  0.9339  7.7602  -0.5090
H  -0.5055  7.3794  -1.4878
H  -3.0151  2.0070  -2.5786
H  -2.9292  3.7151  -2.1905
H  -4.1055  3.1652  -3.4009
H  -5.9504  1.4992  -2.4916
H  -5.3298  -2.8778  -0.9202
H  -4.5124  -3.4419  0.5003
H  -4.2681  -1.6965  2.6505
H  -5.6284  -2.7362  3.0725
H  -5.2170  -0.4625  4.3285
H  -6.0687  0.2581  2.9816
H  -6.8628  -0.9528  3.9904
H  2.7527  1.6309  -0.1568
H  1.9933  0.1849  -0.7876
H  4.7289  -0.2433  -1.1742
H  3.6011  0.2452  -2.4450
H  4.5485  1.4414  -1.5692
C  8.4919  -2.2385  -3.5639
O  7.4019  -1.9986  -2.6960
C  7.6190  -2.3277  -1.3375
C  8.4429  -1.3121  -0.5353
C  9.9384  -1.3277  -0.8403
N  7.9401  0.0561  -0.7020
H  9.0337  -3.1473  -3.2851
H  9.1819  -1.3921  -3.5877
H  8.0880  -2.3665  -4.5678
H  6.6211  -2.3701  -0.8937
H  8.0475  -3.3362  -1.2559
H  8.3257  -1.5823  0.5179
H  10.1761  -0.7979  -1.7618
H  10.4847  -0.8302  -0.0393
H  10.3170  -2.3487  -0.9197
H  6.9781  0.0893  -0.3757
H  7.8725  0.2371  -1.7004
C  -4.9667  -6.8966  -2.2476
O  -4.2636  -5.9144  -1.5124
C  -2.8537  -6.0354  -1.5104
C  -2.1462  -5.5429  -2.7787
C  -2.2835  -6.4729  -3.9812
N  -2.5822  -4.1970  -3.1679
H  -4.4914  -7.8782  -2.1623
H  -5.0583  -6.6214  -3.3006
H  -5.9729  -6.9567  -1.8332
H  -2.5169  -5.4065  -0.6821
H  -2.5642  -7.0672  -1.2666
H  -1.0816  -5.4867  -2.5337
H  -3.2480  -6.3657  -4.4758
H  -1.5203  -6.2353  -4.7219
H  -2.1559  -7.5183  -3.6924
H  -2.3715  -3.5434  -2.4176
H  -3.5976  -4.2001  -3.2174

For the total energy, the calculation gives -5751.69957 Eh. The value obtained for the highest occupied orbital energy is -8.439 eV. The largest force on an atom comes out at 1.7 eV/A.


(4)
Formula: C45H47BBrN11O7PbS2
Source: the Open Molecules 2025 dataset
Level of theory: wB97M-V/def2-TZVPD

Atoms and positions in Å:
Pb  -0.0868  0.4252  0.5515
O  -3.7596  2.9763  -3.0956
C  -3.5938  3.9599  -2.1578
C  -4.4259  5.0685  -2.2546
C  -4.3465  6.0762  -1.3056
C  -3.4493  5.9758  -0.2512
C  -2.6116  4.8725  -0.1696
C  -2.6545  3.8693  -1.1260
C  -1.8072  2.6146  -0.9421
O  -1.0117  2.6000  0.1306
N  -1.0574  2.4017  -2.2487
N  0.0345  1.6485  -2.2129
C  0.7606  1.5508  -3.2616
C  2.0280  0.8360  -3.3229
Br  3.0850  0.8049  -1.7267
C  2.5959  0.3242  -4.4165
C  1.9826  0.1736  -5.7443
C  2.8263  0.1225  -6.8596
C  2.3152  -0.0271  -8.1377
C  0.9445  -0.1534  -8.3289
C  0.0970  -0.1307  -7.2306
C  0.6075  0.0330  -5.9514
H  -3.1816  2.2286  -2.8876
H  -5.1385  5.1130  -3.0693
H  -5.0046  6.9332  -1.3899
H  -3.4051  6.7517  0.5037
H  -1.9062  4.7470  0.6429
H  -2.5422  1.7870  -0.9247
H  -1.0958  3.1288  -2.9543
H  0.4642  2.0459  -4.1898
H  3.6221  -0.0157  -4.3375
H  3.8971  0.2126  -6.7136
H  2.9831  -0.0442  -8.9892
H  0.5412  -0.2668  -9.3269
H  -0.9710  -0.2434  -7.3734
H  -0.0646  0.0164  -5.1019
C  -3.6508  1.9783  3.0511
C  -2.3010  1.9124  2.6915
N  -2.0430  0.7626  2.0778
N  -3.2024  0.0749  2.0225
C  -4.1854  0.7890  2.5956
B  -3.3127  -1.2562  1.2605
N  -3.1474  -0.9857  -0.2676
C  -4.0801  -1.0835  -1.2278
C  -3.4876  -0.8018  -2.4462
C  -2.1531  -0.5397  -2.1255
N  -1.9600  -0.6471  -0.8108
N  -2.1858  -2.2277  1.6948
C  -2.3295  -3.5167  2.0618
C  -1.0735  -4.0561  2.2567
C  -0.2005  -2.9969  1.9718
N  -0.8784  -1.9059  1.6332
H  -4.1664  2.7806  3.5515
H  -1.5105  2.6351  2.8325
H  -5.1932  0.4078  2.6510
H  -4.3836  -1.7587  1.4643
H  -5.0983  -1.3468  -0.9882
H  -3.9490  -0.7948  -3.4201
H  -1.3285  -0.2741  -2.7713
H  -3.3097  -3.9543  2.1710
H  -0.8277  -5.0620  2.5568
H  0.8816  -2.9815  2.0006
C  0.7879  4.0509  8.2008
C  2.2248  3.5623  8.0426
S  2.4110  2.4777  6.6257
O  3.8190  2.3391  6.3534
O  1.5252  2.9204  5.5779
C  1.7971  0.8768  7.2004
C  2.4333  -0.2761  6.4123
N  2.4460  -0.0731  4.9609
C  1.3419  0.0445  4.1799
N  1.6656  0.3105  2.9212
C  3.0227  0.3833  2.8847
C  3.5275  0.1486  4.1234
N  4.9095  0.0518  4.4743
O  5.2185  -0.5213  5.5101
O  5.7029  0.5219  3.6834
C  -0.0366  -0.1410  4.7048
H  0.7469  4.8963  8.8863
H  0.1380  3.2647  8.5892
H  0.3993  4.3667  7.2344
H  2.5860  3.0011  8.9050
H  2.9208  4.3750  7.8322
H  0.7163  0.9173  7.0739
H  2.0532  0.7890  8.2565
H  1.8836  -1.1920  6.6198
H  3.4568  -0.4118  6.7251
H  3.5743  0.5799  1.9789
H  -0.0644  -0.8817  5.5039
H  -0.6756  -0.4608  3.8873
H  -0.4308  0.8083  5.0764
O  0.9756  -1.3692  -1.3863
S  0.3988  -2.7493  -1.4983
C  1.8502  -3.8272  -1.4975
C  1.7170  -5.1845  -1.7586
C  2.8536  -5.9737  -1.8171
C  4.1065  -5.4073  -1.6052
C  4.2229  -4.0556  -1.3176
C  3.0871  -3.2548  -1.2606
C  0.0223  -2.9652  -3.2500
C  -1.1662  -3.5720  -3.6181
C  -1.4781  -3.6863  -4.9679
C  -0.6010  -3.1951  -5.9242
C  0.5906  -2.5847  -5.5409
C  0.9053  -2.4649  -4.1971
H  0.7353  -5.6146  -1.9288
H  2.7663  -7.0294  -2.0396
H  4.9946  -6.0229  -1.6748
H  5.1965  -3.6145  -1.1442
H  3.1441  -2.1927  -1.0489
H  -1.8464  -3.9367  -2.8555
H  -2.4100  -4.1482  -5.2690
H  -0.8522  -3.2735  -6.9753
H  1.2753  -2.2020  -6.2882
H  1.8171  -1.9714  -3.8749

For the total energy, the calculation gives -6460.02556 Eh. The value obtained for the highest occupied orbital energy is -7.583 eV. The energy above the lowest of the compared OMol25 structures with the same formula, charge and spin comes out at 0.198 eV. The largest force on an atom comes out at 0.8 eV/A.


(5)
Formula: C5H7N5S
Source: the Open Molecules 2025 dataset
Level of theory: wB97M-V/def2-TZVPD

Atoms and positions in Å:
C  2.4594  1.7242  -0.0134
N  2.2936  0.3986  -0.4438
N  2.1742  -0.5759  0.1295
N  2.0919  -1.7683  0.1330
N  1.0715  -2.4930  0.0338
C  -0.2118  -2.0107  -0.0415
C  -0.6727  -0.7873  -0.1742
N  -1.1244  0.3385  -0.0745
C  -2.0702  1.2093  0.0694
C  -3.5070  0.7706  0.1317
S  -4.0674  -0.6720  -0.3753
H  2.4756  1.8608  1.0605
H  3.3358  2.3061  -0.3131
H  1.6419  2.1027  -0.4701
H  1.1953  -3.4821  0.2902
H  -0.9770  -2.7472  -0.1554
H  -1.7786  2.2884  0.0182
H  -4.3302  1.5375  0.1948

For the total energy, the calculation gives -865.74248 Eh. The value obtained for the highest occupied orbital energy is -16.836 eV. The energy above the lowest of the compared OMol25 structures with the same formula, charge and spin comes out at 6.791 eV. The total charge is +2. The largest force on an atom comes out at 5.1 eV/A.